Formula: C6H14N2
Source: the OMol25 dataset
Level of theory: ωB97M-V with the def2-TZVPD basis set

Properties
Molar mass in g mol⁻¹: 114.19
Charge: 0
LUMO level in eV: 0.89
Highest occupied orbital energy in eV: -8.66
Multiplicity: 1

Atoms and positions in Å:
C  0.48923  -1.38089  -1.42040
C  1.58353  -1.95959  -0.58060
N  0.55571  -0.14115  -1.78972
C  -1.15267  -1.41188  0.40152
C  -2.24084  -1.94248  0.51270
H  -0.15091  -2.10571  -1.92341
H  0.32874  0.81002  -0.50674
H  -0.11273  0.08224  -2.52300
H  2.35556  -2.36866  -1.23799
H  2.03592  -1.19941  0.05323
H  1.19582  -2.75134  0.05564
H  -3.14887  -2.46209  0.68576
C  0.89899  1.51989  1.43363
C  -1.13874  2.14392  0.22312
N  -0.12255  1.11664  0.46687
H  -0.65854  -0.00105  0.61479
H  1.42460  2.42118  1.10477
H  -1.87754  1.74060  -0.46728
H  1.63001  0.72023  1.53859
H  0.44168  1.72060  2.40458
H  -1.64278  2.40098  1.15662
H  -0.69362  3.04797  -0.20267

Formally, the natural (NBO) partial charges of the atoms, in units of the elementary charge, are as follows: 0.25, -0.68, -0.76, -0.44, -0.38, 0.18, 0.45, 0.35, 0.23, 0.21, 0.24, 0.21, -0.41, -0.41, -0.66, 0.40, 0.19, 0.22, 0.21, 0.20, 0.20, 0.19

Formula: C6H14N2
Source: the OMol25 dataset
Level of theory: ωB97M-V with the def2-TZVPD basis set

Properties
Molar mass in g mol⁻¹: 114.19
Charge: +1
⟨S²⟩: 0.757
LUMO level (alpha / beta) in eV: -2.79 / -7.91
Highest occupied orbital energy (alpha / beta) in eV: -13.41 / -13.25
Multiplicity: 2

Atoms and positions in Å:
C  -0.62405  -1.30066  -1.87602
N  -0.99055  -0.87149  -0.47506
C  -0.00832  0.13609  -0.09268
C  -0.22721  0.29490  1.48096
C  0.50136  -0.88759  2.09431
C  1.35090  -0.80364  3.11049
C  -0.02060  1.55993  -0.70079
N  0.18297  1.43866  -2.15310
H  -1.39261  -0.97970  -2.52778
H  0.40195  -1.09548  -2.11548
H  -0.78716  -2.37628  -1.94738
H  -1.97891  -0.49113  -0.48156
H  0.88975  -0.49763  -0.46364
H  0.09426  1.25362  1.72107
H  -1.32195  0.17401  1.64258
H  0.32289  -1.69428  1.52256
H  1.77440  -1.69019  3.49903
H  1.61480  0.11282  3.74571
H  0.76804  2.20841  -0.34391
H  -0.93008  2.09887  -0.41038
H  -0.57943  1.47439  -2.78412
H  0.95955  1.93637  -2.44483

Formally, the natural (NBO) partial charges of the atoms, in units of the elementary charge, are as follows: -0.45, -0.35, -0.06, -0.40, -0.19, -0.31, -0.24, -0.70, 0.24, 0.24, 0.26, 0.40, 0.24, 0.22, 0.22, 0.19, 0.21, 0.22, 0.25, 0.23, 0.39, 0.39

Formula: C6H14N2O
Source: the OMol25 dataset
Level of theory: ωB97M-V with the def2-TZVPD basis set

Properties
Molar mass in g mol⁻¹: 130.19
Charge: 0
LUMO level (alpha / beta) in eV: 0.82 / -0.58
Highest occupied orbital energy (alpha / beta) in eV: -7.87 / -7.44
Multiplicity: 1

Atoms and positions in Å:
C  -2.54010  -0.77543  -0.82946
C  0.02251  -1.63310  0.37876
N  -1.47092  0.18566  -0.72198
N  -1.70995  1.13240  0.13296
H  -0.83305  1.57759  0.50733
H  -2.39895  0.93383  0.87326
H  -3.14257  -0.86228  0.08824
H  -3.19980  -0.47996  -1.65240
H  -2.12783  -1.75520  -1.07824
H  0.86484  -2.14903  0.81813
H  -0.07382  -1.83830  -0.67813
H  -0.88795  -1.71828  0.96021
C  1.94091  0.72732  -1.32082
C  2.14422  -0.10540  -0.07305
C  1.24783  0.14355  1.09352
C  0.71409  1.38975  1.36798
O  3.01265  -0.95624  -0.00707
H  1.46193  -0.49419  1.94108
H  0.88752  0.73863  -1.60605
H  2.25469  1.75911  -1.13905
H  2.54878  0.31525  -2.12364
H  0.86659  2.22300  0.68977
H  0.41835  1.64133  2.37867

Formally, the natural (NBO) partial charges of the atoms, in units of the elementary charge, are as follows: -0.47, -0.54, -0.20, -0.54, 0.39, 0.33, 0.17, 0.22, 0.21, 0.19, 0.19, 0.17, -0.74, 0.56, -0.27, -0.48, -0.56, 0.23, 0.25, 0.23, 0.24, 0.21, 0.22

Formula: C6H14N2O
Source: the OMol25 dataset
Level of theory: ωB97M-V with the def2-TZVPD basis set

Properties
Molar mass in g mol⁻¹: 130.19
Charge: 0
LUMO level in eV: 0.82
Highest occupied orbital energy in eV: -9.31
Multiplicity: 1

Atoms and positions in Å:
N  -2.04926  0.16390  -1.42238
C  -2.01039  -0.71993  -0.27632
C  -1.29404  -0.15216  0.95037
N  -0.82521  -1.08754  1.80218
O  -1.17997  1.03816  1.16112
H  -2.42669  1.06243  -1.13338
H  -1.10527  0.33113  -1.74895
H  -1.53906  -1.65861  -0.57705
H  -3.04691  -0.93814  0.02072
H  -0.93142  -2.06901  1.62419
H  -0.37250  -0.79653  2.65301
C  1.15523  -0.99097  -0.89320
C  1.35815  0.20190  -0.34786
C  1.92914  0.37190  1.02464
C  1.03990  1.49034  -1.04641
H  1.39638  -1.89902  -0.37017
H  0.77532  -1.10819  -1.89457
H  2.89918  0.86668  0.96418
H  1.27016  1.00387  1.61834
H  2.06145  -0.58523  1.52269
H  0.77124  1.32958  -2.08888
H  1.90319  2.15417  -1.01126
H  0.22148  1.99132  -0.53094

Formally, the natural (NBO) partial charges of the atoms, in units of the elementary charge, are as follows: -0.82, -0.32, 0.67, -0.83, -0.64, 0.37, 0.36, 0.20, 0.21, 0.39, 0.40, -0.45, 0.06, -0.66, -0.67, 0.19, 0.19, 0.22, 0.23, 0.21, 0.21, 0.22, 0.25

Formula: C6H14N2O
Source: the OMol25 dataset
Level of theory: ωB97M-V with the def2-TZVPD basis set

Properties
Molar mass in g mol⁻¹: 130.19
Charge: 0
LUMO level in eV: 0.94
Highest occupied orbital energy in eV: -7.23
Multiplicity: 1

Atoms and positions in Å:
C  0.11238  1.49173  -0.18395
C  1.33000  -1.32427  -0.53624
C  0.95693  1.70597  -1.41895
C  0.81507  1.73889  1.12840
N  -1.04850  -2.59694  0.01060
C  -1.00326  -0.10492  -0.07788
C  -0.05216  -0.91864  -0.25507
N  -2.21175  0.04546  0.50491
O  -1.62766  -2.71444  1.34035
H  -0.97609  -3.26253  1.79936
H  -1.87355  -2.54938  -0.59521
H  -0.78460  2.11034  -0.25174
H  -2.83910  0.70666  0.06272
H  -2.41906  -0.77629  1.09149
H  1.54051  -1.28153  -1.60766
H  1.45806  -2.35575  -0.19998
H  2.06640  -0.72269  -0.00001
H  1.92952  1.21282  -1.35734
H  1.17617  2.77530  -1.54628
H  0.44649  1.37329  -2.32649
H  1.70131  1.10852  1.24324
H  0.14968  1.55650  1.97590
H  1.15321  2.78188  1.19981

Formally, the natural (NBO) partial charges of the atoms, in units of the elementary charge, are as follows: -0.19, -0.69, -0.64, -0.64, -0.48, 0.21, 0.13, -0.87, -0.65, 0.47, 0.31, 0.19, 0.40, 0.44, 0.23, 0.26, 0.22, 0.20, 0.22, 0.22, 0.20, 0.22, 0.21

Formula: C6H14N2O
Source: the OMol25 dataset
Level of theory: ωB97M-V with the def2-TZVPD basis set

Properties
Molar mass in g mol⁻¹: 130.19
Charge: 0
LUMO level in eV: 0.66
Highest occupied orbital energy in eV: -8.06
Multiplicity: 1

Atoms and positions in Å:
C  1.46819  0.26430  2.02632
N  1.24627  -0.58189  0.86613
C  1.04991  0.59842  -0.60093
O  1.44707  1.77995  -0.55582
H  2.03259  -1.16856  0.61092
H  1.48435  -0.08604  -1.36860
H  0.52774  0.56598  2.49400
H  2.01519  1.16562  1.73339
H  2.06779  -0.25674  2.77570
C  -1.08702  0.14133  -1.94734
C  -1.27340  1.39153  0.22163
C  -0.53828  0.27571  -0.52510
N  -0.33739  -2.20742  -0.36428
C  -0.44415  -0.99525  0.26839
H  -0.53316  -2.27412  -1.35263
H  -0.12938  -2.99836  0.23074
H  -0.96794  -1.03810  1.21812
H  -0.41900  -0.42545  -2.60441
H  -2.06958  -0.33961  -1.96024
H  -2.35513  1.32238  0.06818
H  -1.07935  1.37093  1.29438
H  -0.91682  2.35905  -0.14011
H  -1.18849  1.13634  -2.38843

Formally, the natural (NBO) partial charges of the atoms, in units of the elementary charge, are as follows: -0.43, -0.63, 0.42, -0.71, 0.38, 0.09, 0.19, 0.22, 0.19, -0.62, -0.61, -0.21, -0.84, 0.25, 0.41, 0.40, 0.19, 0.20, 0.21, 0.20, 0.20, 0.25, 0.24